Entry 1:
DFT (ωB97M-V/def2-TZVPD) results for a 14-piece molecular cluster, C50H100Cl4O30 overall in a non-equilibrium geometry.

Values from the calculation:
spin multiplicity = 2
total charge = +1
gap between HOMO and LUMO (spin up / spin down) = 8.40 / 2.91 eV
LUMO (spin up / spin down) = -3.328 / -8.814 eV

Atoms and positions in Å:
C -2.775 -2.010 -5.686
Cl -2.837 -1.307 -7.306
Cl -3.347 -0.767 -4.463
H -3.370 -2.922 -5.635
H -1.754 -2.209 -5.358
C -3.358 3.974 -0.090
Cl -2.110 3.846 -1.344
Cl -4.861 3.205 -0.594
H -3.080 3.466 0.834
H -3.536 5.035 0.089
C 2.729 5.221 5.963
C 3.412 3.833 5.854
O 2.661 2.884 5.054
C 1.558 2.171 5.402
O 1.083 1.361 4.631
O 1.083 2.484 6.531
C 0.060 1.738 7.207
H 1.729 5.026 6.352
H 2.757 5.755 5.013
H 3.131 5.891 6.722
H 3.664 3.342 6.794
H 4.389 3.961 5.388
H -0.235 0.864 6.626
H -0.786 2.417 7.312
H 0.317 1.431 8.220
C -6.144 4.624 3.579
C -6.213 3.198 2.909
O -4.940 2.660 2.709
C -4.395 1.833 3.565
O -4.947 1.405 4.613
O -3.118 1.663 3.229
C -2.429 0.615 3.848
H -5.800 4.665 4.612
H -7.155 5.026 3.520
H -5.509 5.319 3.029
H -6.687 3.223 1.928
H -6.869 2.578 3.519
H -2.360 0.821 4.916
H -1.419 0.629 3.439
H -2.936 -0.327 3.640
C 6.929 1.552 -1.350
C 5.997 2.459 -2.167
O 4.772 2.797 -1.473
C 3.698 3.158 -2.262
O 3.748 3.260 -3.528
O 2.588 3.365 -1.480
C 1.310 3.698 -2.087
H 7.292 2.160 -0.522
H 7.741 1.076 -1.899
H 6.386 0.768 -0.823
H 5.674 1.923 -3.060
H 6.408 3.397 -2.538
H 0.777 2.972 -2.701
H 1.438 4.549 -2.756
H 0.547 4.064 -1.399
C 1.742 -8.036 -5.237
C 1.547 -7.231 -6.516
O 2.162 -5.977 -6.413
C 1.538 -4.823 -6.956
O 0.558 -4.849 -7.728
O 2.185 -3.692 -6.495
C 1.640 -2.451 -6.777
H 1.201 -8.973 -5.371
H 1.274 -7.568 -4.371
H 2.794 -8.105 -4.962
H 0.481 -7.280 -6.738
H 2.070 -7.843 -7.251
H 2.302 -1.729 -6.298
H 0.597 -2.300 -6.501
H 1.653 -2.261 -7.851
C -3.956 -0.560 -0.235
C -5.137 -1.470 0.080
O -5.099 -2.057 1.415
C -5.817 -1.541 2.350
O -6.521 -0.555 2.247
O -5.597 -2.282 3.452
C -6.044 -1.898 4.756
H -3.031 -0.944 0.195
H -4.095 0.438 0.179
H -3.698 -0.507 -1.293
H -5.100 -2.364 -0.543
H -6.123 -1.033 -0.081
H -5.409 -2.364 5.510
H -7.103 -2.055 4.964
H -5.940 -0.816 4.838
C 0.171 -2.943 8.997
C -0.536 -1.968 8.009
O -0.060 -2.203 6.758
C -0.824 -2.186 5.638
O -2.022 -1.969 5.591
O 0.030 -2.371 4.614
C -0.314 -2.241 3.214
H -0.144 -3.964 8.782
H -0.020 -2.718 10.047
H 1.223 -2.688 8.865
H -0.227 -0.964 8.300
H -1.614 -2.110 8.085
H -0.541 -3.205 2.761
H 0.586 -1.844 2.743
H -1.160 -1.572 3.052
O 1.533 -2.967 -3.588
C 2.554 -3.548 -3.285
O 3.742 -3.088 -3.251
C 4.043 -1.723 -3.618
C 3.989 -0.927 -2.350
C 2.440 -4.978 -2.823
H 3.397 -1.327 -4.401
H 5.097 -1.690 -3.893
H 4.661 -1.373 -1.616
H 2.970 -1.075 -1.992
H 4.128 0.138 -2.537
H 2.745 -5.714 -3.566
H 1.549 -5.054 -2.199
H 3.275 -5.093 -2.132
O -1.917 -3.079 -2.899
C -2.588 -3.596 -2.020
O -2.214 -3.919 -0.789
C -0.853 -3.616 -0.385
C -0.418 -4.853 0.433
C -3.994 -3.988 -2.359
H -0.854 -2.789 0.325
H -0.176 -3.501 -1.231
H -1.190 -5.295 1.062
H 0.365 -4.610 1.152
H -0.052 -5.626 -0.243
H -3.973 -4.774 -3.114
H -4.279 -3.075 -2.883
H -4.731 -4.136 -1.570
O 5.025 -0.991 1.870
C 3.844 -0.773 1.548
O 2.814 -1.642 1.521
C 3.013 -2.956 1.919
C 3.031 -3.816 0.659
C 3.424 0.652 1.114
H 2.157 -3.179 2.555
H 3.875 -3.127 2.564
H 3.969 -3.571 0.160
H 2.238 -3.350 0.073
H 2.905 -4.898 0.703
H 2.640 0.744 0.362
H 4.242 1.155 0.599
H 3.031 1.124 2.015
O 0.427 0.500 -6.633
C 0.236 1.633 -7.075
O 1.061 2.615 -7.002
C 2.428 2.340 -6.661
C 3.284 2.212 -7.926
C -1.101 2.118 -7.516
H 2.577 1.414 -6.107
H 2.667 3.167 -5.993
H 4.161 1.656 -7.595
H 3.670 3.141 -8.347
H 2.873 1.586 -8.718
H -1.468 2.653 -6.640
H -1.777 1.330 -7.849
H -0.999 2.743 -8.403
O -0.447 -0.461 0.699
C -0.307 0.638 0.211
O -0.227 0.824 -1.090
C -0.358 -0.269 -2.044
C 0.036 0.223 -3.484
C -0.184 1.827 1.059
H -1.392 -0.613 -2.088
H 0.261 -1.106 -1.721
H 1.058 0.588 -3.582
H -0.709 0.948 -3.813
H 0.006 -0.595 -4.204
H -1.214 2.178 1.119
H 0.472 2.618 0.695
H 0.159 1.462 2.027
O -0.976 6.207 0.882
C -0.627 6.730 1.951
O -0.532 6.018 3.081
C -1.051 4.687 3.165
C -1.417 4.358 4.574
C -0.075 8.137 2.154
H -0.415 3.994 2.613
H -2.005 4.604 2.645
H -1.663 3.297 4.608
H -2.193 4.984 5.015
H -0.564 4.499 5.237
H -0.463 8.697 3.005
H -0.170 8.717 1.236
H 0.969 7.849 2.281

***

Entry 2:
DFT (ωB97M-V/def2-TZVPD) results for a 3-piece molecular cluster, C5H8O2 overall.

Values from the calculation:
total charge = 0
gap between HOMO and LUMO = 9.74 eV
LUMO = 0.573 eV

Atoms and positions in Å:
C 0.571 -0.643 -1.623
C 1.363 0.340 -1.345
C 1.644 -0.938 -0.617
H -0.291 -1.042 -2.132
H 1.653 1.373 -1.446
H 1.393 -1.017 0.448
H 2.505 -1.551 -0.900
C -1.410 -1.011 1.248
O -1.789 -1.058 0.105
H -0.582 -1.636 1.628
H -1.868 -0.319 1.984
C -0.804 1.880 0.656
O 0.356 1.841 0.981
H -1.142 1.638 -0.369
H -1.600 2.144 1.382

***

Entry 3:
DFT (ωB97M-V/def2-TZVPD) results for one molecule with the formula C2H6N2O.

Values from the calculation:
total charge = 0
gap between HOMO and LUMO = 10.58 eV
LUMO = 0.896 eV

Atoms and positions in Å:
N -0.090 -0.180 -1.494
C -0.545 -0.718 -0.221
C -0.118 0.032 1.018
N 0.624 1.161 0.870
O -0.456 -0.367 2.115
H 0.863 0.165 -1.467
H -0.130 -0.858 -2.240
H -1.636 -0.720 -0.185
H -0.221 -1.748 -0.053
H 0.842 1.548 -0.035
H 0.868 1.686 1.692

***

Entry 4:
DFT (ωB97M-V/def2-TZVPD) results for C21H36I2N4O4P2PdS2 as an isolated structure in a non-equilibrium geometry.

Values from the calculation:
spin multiplicity = 3
total charge = 0
gap between HOMO and LUMO (spin up / spin down) = 7.32 / 5.44 eV
LUMO (spin up / spin down) = 0.432 / -1.406 eV

Atoms and positions in Å:
Pd 0.102 -0.387 0.287
I 0.562 -1.417 5.303
C 2.184 -1.366 3.968
C 3.494 -1.459 4.399
C 4.523 -1.490 3.484
I 6.500 -1.693 4.218
C 4.278 -1.403 2.101
C 5.263 -1.381 1.094
C 4.890 -1.261 -0.218
C 3.531 -1.146 -0.537
N 2.584 -1.171 0.374
C 2.928 -1.311 1.666
C 1.825 -1.350 2.608
O 0.629 -1.411 2.219
H 3.704 -1.509 5.456
H 6.306 -1.450 1.366
H 5.626 -1.252 -1.008
H 3.201 -1.029 -1.562
C -1.782 3.342 -2.193
C -1.627 3.434 -0.683
C -2.340 4.644 -0.100
O -0.243 3.578 -0.367
P 0.647 2.349 0.159
S -0.180 1.604 1.827
S 1.006 1.093 -1.385
O 1.984 3.102 0.549
C 2.519 4.311 -0.023
C 1.818 5.522 0.575
C 2.482 4.309 -1.543
H -2.832 3.259 -2.450
H -1.245 2.477 -2.578
H -1.372 4.236 -2.658
H -1.998 2.520 -0.201
H -2.009 5.546 -0.607
H -2.112 4.734 0.958
H -3.413 4.535 -0.221
H 3.564 4.290 0.309
H 0.793 5.582 0.223
H 2.344 6.427 0.288
H 1.808 5.446 1.660
H 1.459 4.317 -1.908
H 2.982 3.427 -1.936
H 2.990 5.197 -1.911
C -3.185 -4.033 1.536
N -2.798 -3.768 0.169
C -3.191 -4.737 -0.823
P -2.076 -2.347 -0.266
O -1.619 -1.611 0.933
N -0.932 -2.880 -1.383
C -0.593 -2.080 -2.542
C 0.233 -3.459 -0.741
N -3.135 -1.408 -1.229
C -4.561 -1.667 -1.136
C -2.837 0.012 -1.095
H -4.274 -4.066 1.641
H -2.787 -3.241 2.168
H -2.778 -4.992 1.867
H -4.270 -4.913 -0.794
H -2.685 -5.691 -0.649
H -2.908 -4.360 -1.802
H -1.506 -1.650 -2.946
H -0.140 -2.731 -3.295
H 0.132 -1.276 -2.295
H -0.083 -4.000 0.153
H 0.957 -2.677 -0.441
H 0.720 -4.150 -1.431
H -4.745 -2.730 -1.260
H -5.060 -1.130 -1.945
H -4.998 -1.338 -0.184
H -1.749 0.155 -1.204
H -3.156 0.406 -0.118
H -3.346 0.562 -1.889